The following is a quantum chemistry calculation of a gas-phase ion, C2H3N2O5 (charge -1) at a distorted geometry, from the OMol25 dataset.

CARTESIAN COORDINATES (ANGSTROEM)
O1 -2.231406 0.743010 1.216057
O2 1.413601 -0.881332 0.207687
O3 -3.023722 1.654027 -0.535719
O4 -1.197620 -2.252874 -0.023541
O5 -1.939552 -0.149229 -0.797669
N1 -2.442326 0.784584 0.036826
N2 0.153804 -0.335617 -0.162196
C1 -0.841819 -1.103128 -0.237214
C2 2.364887 0.117892 0.083053
H1 3.262237 -0.238608 0.432165
H2 2.227882 0.607413 -0.931755
H3 2.254032 1.053867 0.712306

Cartesian forces (eV/Å) of the 6 atoms listed first:
0.04 -0.59 0.70
-0.78 -0.99 0.72
-1.24 1.14 -0.75
0.13 0.56 -0.33
-0.37 -0.49 0.20
1.37 -0.46 -0.31

Results
energy: -15335.73327 eV
molar mass: 135.1 g mol⁻¹
net charge: -1
relative energy (zero: lowest compared OMol25 entry of this formula, charge and spin): 1.0312 eV
E_LUMO: 3.9 eV
orbital gap: 8.1 eV
SMILES string: CO/N=C(\[O-])O[N+](=O)[O-]


The following is a quantum chemistry calculation of a single C4H7ClN2S molecule at a distorted geometry, from the OMol25 dataset.

CARTESIAN COORDINATES (ANGSTROEM)
Cl1 -2.099286 -1.370603 -0.592215
S1 -0.554332 2.385083 -0.626782
N1 1.986274 -0.087015 -0.093467
N2 0.982067 -0.639303 0.609859
C1 2.511824 -0.659527 -1.086352
C2 -0.923222 0.968333 0.149250
C3 -2.261966 0.356900 -0.095211
C4 -0.013047 0.288908 1.152737
H1 -2.854724 0.321390 0.836715
H2 0.597941 -1.496472 0.189819
H3 -2.723825 0.826206 -0.963630
H4 0.615037 0.975511 1.709350
H5 2.095059 -1.577710 -1.502770
H6 3.259403 -0.110895 -1.623485
H7 -0.617208 -0.180810 1.936179

Cartesian forces (eV/Å) of the 6 atoms listed first:
0.10 -0.23 0.08
-0.21 -1.58 0.90
0.15 1.40 0.40
-0.94 -1.47 -0.30
-0.85 -0.27 -0.15
0.64 1.69 -0.67

Results
energy: -30597.16901 eV
molar mass: 150.6 g mol⁻¹
net charge: 0
relative energy (zero: lowest compared OMol25 entry of this formula, charge and spin): 2.1185 eV
E_LUMO: -0.8 eV
orbital gap: 7.9 eV
SMILES string: C=NNCC(=S)CCl


The following is a quantum chemistry calculation of a single C11H11P molecule at a distorted geometry, from the OMol25 dataset.

CARTESIAN COORDINATES (ANGSTROEM)
P1 -1.659679 2.822524 -0.432982
C1 -2.859006 1.575525 -0.375404
C2 3.684216 -0.334685 0.580461
C3 -2.523219 0.269323 -0.188233
C4 3.763862 -1.705659 0.761203
C5 -4.243701 2.066106 -0.534124
C6 0.075151 0.210247 -0.393560
C7 1.455564 -0.547947 0.025778
C8 1.432516 -1.881768 0.169866
C9 2.651293 -2.433790 0.472677
C10 -1.136104 -0.242562 -0.205541
C11 2.550512 0.280126 0.244754
H1 0.510051 -2.324655 0.087915
H2 -3.395094 -0.433842 -0.147638
H3 -4.892222 1.751704 0.289387
H4 -4.255564 3.154253 -0.382182
H5 2.985184 -3.515211 0.717276
H6 -4.785886 1.948754 -1.445508
H7 0.314418 1.338474 -0.756174
H8 4.547104 0.331273 0.762852
H9 2.248836 1.332394 0.018726
H10 4.731183 -2.229265 0.828848
H11 -1.199415 -1.431322 -0.098396

Cartesian forces (eV/Å) of the 6 atoms listed first:
0.10 0.40 0.01
1.02 0.65 -0.31
3.40 1.52 1.24
0.35 -0.73 -0.75
1.00 0.82 -1.37
-1.21 1.47 1.57

Results
energy: -20868.83803 eV
molar mass: 174.2 g mol⁻¹
net charge: 0
relative energy (zero: lowest compared OMol25 entry of this formula, charge and spin): 3.0846 eV
E_LUMO (alpha / beta): -0.7 / -1.4 eV
orbital gap (alpha / beta): 6.9 / 6.3 eV


The following is a quantum chemistry calculation of 2 unconnected molecules or ions with the total composition C5H10O2 at a distorted geometry, from the OMol25 dataset.

CARTESIAN COORDINATES (ANGSTROEM)
O1 1.845979 -1.482411 -1.911484
O2 -1.055835 1.962357 0.233548
C1 1.090637 0.109735 0.557752
C2 -1.258866 0.685536 0.052709
C3 -2.631737 0.418773 -0.357210
C4 -0.246518 -0.266754 0.256490
C5 2.084978 -0.654232 1.085331
H1 -0.511740 -1.313242 0.203979
H2 3.018993 -0.182102 1.356829
H3 1.382721 1.144399 0.399359
H4 -2.792380 -0.575339 -0.755823
H5 1.916278 -1.661687 1.447380
H6 2.236119 -0.660665 -1.593498
H7 -2.985497 1.186631 -1.048784
H8 -3.229293 0.673088 0.530472
H9 1.348042 -1.646524 -1.084496
H10 -0.211885 2.262430 0.627449

Cartesian forces (eV/Å) of the 6 atoms listed first:
-0.59 0.30 1.48
0.10 0.24 0.18
-0.58 0.59 -0.02
0.41 1.05 -0.30
-0.45 0.26 0.10
1.12 -0.20 0.47

Results
spin multiplicity: 2
energy: -9432.69972 eV
molar mass: 102.1 g mol⁻¹
net charge: +1
relative energy (zero: lowest compared OMol25 entry of this formula, charge and spin): 0.4016 eV
E_LUMO (alpha / beta): -4.9 / -7.7 eV
orbital gap (alpha / beta): 9.5 / 7.4 eV


The following is a quantum chemistry calculation of a gas-phase ion, C2H9N6 (charge +1) at a distorted geometry, from the OMol25 dataset.

CARTESIAN COORDINATES (ANGSTROEM)
N1 -0.146791 0.674164 -0.839036
N2 -0.672070 -1.809398 1.257889
N3 -1.195488 -0.501005 0.852084
N4 -1.277939 0.251351 -1.183314
N5 1.301620 -0.428204 0.654823
N6 -1.884226 -0.435620 -0.395495
C1 0.046864 0.338241 0.631025
C2 0.316549 1.782512 -1.623750
H1 0.621660 2.631348 -0.909790
H2 -0.331734 2.128259 -2.363560
H3 0.308738 -1.703174 1.339837
H4 -1.099179 -2.295900 2.011062
H5 1.546474 -0.816091 -0.204164
H6 -0.832976 -2.489281 0.458258
H7 1.196885 1.363258 -2.139053
H8 1.937566 0.200524 1.099314
H9 0.164048 1.109014 1.353870

Cartesian forces (eV/Å) of the 6 atoms listed first:
0.32 1.27 2.71
-3.08 -1.56 -3.93
2.31 1.19 1.81
-2.41 -0.54 -2.47
-1.87 1.21 2.88
-2.52 -2.91 0.68

Results
energy: -11149.47867 eV
molar mass: 117.1 g mol⁻¹
net charge: +1
relative energy (zero: lowest compared OMol25 entry of this formula, charge and spin): 2.6201 eV
E_LUMO: -3.7 eV
orbital gap: 9.8 eV
SMILES string: CN1N=NN([NH3+])[C@H]1N


The following is a quantum chemistry calculation of 2 unconnected molecules or ions with the total composition C4H11NO2 at a distorted geometry, from the OMol25 dataset.

CARTESIAN COORDINATES (ANGSTROEM)
O1 -1.962747 0.398148 -0.520241
O2 0.739446 1.291998 0.241022
N1 1.414693 -0.791003 0.802560
C1 -2.224375 1.106346 0.656536
C2 1.389835 0.310905 -0.045953
C3 2.493972 0.329381 -1.080463
C4 -1.651866 -1.129987 -0.327680
H1 2.162141 -1.458627 0.684533
H2 1.072723 -0.724501 1.749684
H3 -2.358186 -1.497314 -1.067334
H4 -1.315106 1.594222 1.026154
H5 2.296870 1.124314 -1.794362
H6 -2.841383 1.976632 0.418742
H7 3.447431 0.528187 -0.591061
H8 -0.681751 -1.477556 -0.686209
H9 -2.723537 0.518253 1.441300
H10 2.577582 -0.623776 -1.598719
H11 -1.835744 -1.475621 0.691492

Cartesian forces (eV/Å) of the 6 atoms listed first:
0.85 -3.13 0.22
-0.09 -0.26 -0.58
0.32 -0.35 -0.58
0.40 0.87 0.46
1.19 0.59 2.09
-0.52 -0.23 -0.51

Results
energy: -9910.32921 eV
molar mass: 105.1 g mol⁻¹
net charge: 0
relative energy (zero: lowest compared OMol25 entry of this formula, charge and spin): 1.9127 eV
E_LUMO: 0.8 eV
orbital gap: 9.8 eV
SMILES string: CC(N)=O.COC


Question: What is the net charge in the second record?
Answer: 0